Entry 1:
DFT (wB97M-V/def2-TZVPD) results for C56H112F24MgN4O40S8 as an isolated structure at a distorted geometry.

Last column: Löwdin charge in e.
Positions of all 245 atoms, in Å:
Mg -1.624 5.781 -2.511  0.47
C 5.769 1.666 -3.426  -0.72
F 6.899 1.072 -3.461  0.18
F 4.868 0.788 -3.863  0.13
F 5.405 2.040 -2.229  0.15
S 5.765 3.245 -4.533  0.70
O 4.442 3.174 -5.144  -0.32
O 6.035 4.392 -3.734  -0.30
N 6.993 2.740 -5.779  -0.23
S 8.388 3.169 -5.070  0.56
O 8.541 3.237 -3.677  -0.31
O 9.498 2.400 -5.692  -0.34
C 8.518 5.081 -5.609  -0.61
F 7.337 5.640 -5.853  0.10
F 9.084 5.802 -4.609  0.09
F 9.349 5.202 -6.656  0.11
C -0.392 1.923 -9.318  -0.58
F 0.209 2.997 -8.818  0.10
F -0.006 0.958 -8.498  0.12
F -1.781 2.152 -9.313  0.08
S 0.379 1.664 -11.119  0.69
O -0.364 2.582 -12.010  -0.32
O 1.800 1.921 -11.057  -0.33
N -0.262 0.045 -11.555  -0.26
S 0.983 -0.889 -11.073  0.56
O 1.855 -0.369 -10.003  -0.38
O 0.607 -2.241 -10.764  -0.32
C 2.031 -1.043 -12.717  -0.69
F 2.583 0.136 -12.983  0.13
F 3.008 -1.934 -12.533  0.12
F 1.189 -1.464 -13.607  0.17
C -3.822 5.768 -15.444  -0.65
F -3.101 6.715 -16.057  0.12
F -4.834 6.406 -14.844  0.10
F -4.265 4.821 -16.246  0.14
S -2.754 4.886 -14.085  0.66
O -2.451 3.564 -14.713  -0.35
O -1.599 5.665 -13.787  -0.32
N -3.900 4.515 -12.854  -0.27
S -3.861 5.830 -11.933  0.55
O -3.590 7.156 -12.495  -0.33
O -5.146 5.773 -11.288  -0.34
C -2.526 5.441 -10.573  -0.62
F -2.892 4.290 -9.899  0.09
F -1.388 5.273 -11.174  0.15
F -2.461 6.514 -9.781  0.11
C 0.687 2.238 -3.112  -0.62
F -0.389 1.701 -3.760  0.09
F 0.378 2.181 -1.823  0.15
F 1.771 1.563 -3.373  0.19
S 0.962 4.045 -3.769  0.76
O 1.685 4.768 -2.750  -0.28
O 1.687 3.811 -5.010  -0.27
N -0.689 4.813 -3.854  -0.27
S -1.102 4.456 -5.371  0.62
O -0.711 3.183 -6.011  -0.27
O -2.501 4.697 -5.493  -0.27
C -0.332 5.931 -6.458  -0.57
F 0.984 5.686 -6.582  0.12
F -0.939 5.943 -7.629  0.16
F -0.566 7.160 -5.971  0.12
C -5.872 4.706 -6.954  -0.06
O -5.575 6.129 -6.881  -0.22
C -5.190 6.681 -8.103  -0.20
C -4.306 7.869 -7.712  -0.15
O -3.970 8.620 -8.915  -0.13
C -3.204 9.833 -8.617  -0.18
C -3.958 11.011 -8.218  -0.22
O -3.959 11.113 -6.797  -0.21
C -4.264 12.407 -6.240  -0.09
H -4.990 4.065 -6.973  0.08
H -6.543 4.531 -7.795  0.09
H -6.419 4.408 -6.060  0.07
H -6.023 6.797 -8.797  0.13
H -4.596 5.912 -8.599  0.10
H -3.411 7.493 -7.218  0.10
H -4.823 8.557 -7.043  0.12
H -2.844 9.930 -9.641  0.14
H -2.306 9.742 -8.006  0.13
H -4.987 10.983 -8.576  0.14
H -3.512 11.885 -8.691  0.13
H -3.612 13.169 -6.667  0.08
H -4.019 12.390 -5.178  0.07
H -5.326 12.636 -6.327  0.08
C -0.568 4.361 0.138  -0.09
O -0.467 5.324 -0.876  -0.24
C 0.496 6.381 -0.460  -0.09
C 0.628 7.394 -1.535  -0.09
O -0.650 7.410 -2.238  -0.23
C -0.760 8.423 -3.226  -0.10
C -2.176 8.232 -3.841  -0.11
O -2.775 7.002 -3.439  -0.25
C -4.097 6.752 -3.954  -0.01
H 0.264 3.670 0.273  0.09
H -1.456 3.731 0.099  0.10
H -0.780 4.882 1.072  0.09
H 1.404 5.851 -0.172  0.14
H 0.116 6.728 0.501  0.12
H 1.438 7.131 -2.216  0.13
H 0.875 8.357 -1.090  0.15
H -0.011 8.312 -4.010  0.11
H -0.722 9.434 -2.820  0.14
H -2.217 8.389 -4.918  0.13
H -2.661 9.065 -3.332  0.12
H -4.010 6.901 -5.031  0.08
H -4.940 7.193 -3.422  0.11
H -4.299 5.681 -3.966  0.08
C 3.665 7.737 -9.100  -0.09
O 2.990 6.515 -8.715  -0.21
C 1.837 6.401 -9.554  -0.18
C 0.947 7.636 -9.701  -0.15
O 1.427 8.512 -10.744  -0.17
C 1.026 8.228 -12.051  -0.19
C 1.388 9.341 -13.001  -0.20
O 0.783 10.608 -12.706  -0.17
C 1.229 11.564 -13.676  -0.11
H 4.658 7.794 -8.654  0.08
H 3.161 8.638 -8.749  0.08
H 3.783 7.850 -10.178  0.09
H 1.202 5.611 -9.153  0.10
H 2.267 6.046 -10.491  0.13
H 0.815 8.252 -8.812  0.13
H -0.048 7.263 -9.945  0.10
H -0.032 7.974 -11.992  0.13
H 1.538 7.305 -12.321  0.13
H 1.068 9.017 -13.990  0.13
H 2.477 9.338 -13.048  0.12
H 0.949 11.180 -14.657  0.08
H 2.299 11.734 -13.555  0.08
H 0.678 12.491 -13.517  0.08
C 8.853 11.416 -6.553  -0.10
O 8.028 10.900 -5.517  -0.20
C 6.939 10.074 -5.840  -0.20
C 5.727 10.909 -6.022  -0.19
O 4.661 10.004 -5.958  -0.16
C 3.353 10.320 -5.491  -0.16
C 2.544 9.013 -5.180  -0.24
O 3.228 8.308 -4.238  -0.18
C 3.602 6.967 -4.532  -0.04
H 8.190 11.659 -7.383  0.08
H 9.502 10.613 -6.903  0.09
H 9.363 12.373 -6.443  0.08
H 6.887 9.479 -4.929  0.14
H 7.220 9.330 -6.586  0.13
H 5.555 11.536 -6.897  0.13
H 5.629 11.536 -5.136  0.13
H 2.818 11.013 -6.141  0.12
H 3.423 10.810 -4.520  0.11
H 2.457 8.528 -6.152  0.12
H 1.562 9.412 -4.929  0.10
H 3.984 6.429 -3.664  0.09
H 4.448 7.119 -5.202  0.10
H 2.773 6.441 -5.003  0.07
C 3.436 8.441 5.477  -0.15
O 3.267 7.401 4.599  -0.18
C 2.344 6.379 5.027  -0.18
C 2.234 5.332 3.944  -0.21
O 1.794 4.111 4.488  -0.13
C 1.452 3.179 3.439  -0.14
C 2.616 2.772 2.459  -0.19
O 2.623 3.503 1.231  -0.23
C 3.396 2.936 0.148  -0.06
H 2.438 8.831 5.679  0.08
H 3.920 9.307 5.026  0.09
H 3.884 8.166 6.432  0.09
H 1.323 6.720 5.194  0.12
H 2.739 5.959 5.953  0.13
H 3.182 5.271 3.410  0.13
H 1.488 5.719 3.250  0.12
H 0.662 3.661 2.863  0.10
H 0.987 2.279 3.841  0.12
H 2.491 1.702 2.293  0.11
H 3.570 2.738 2.984  0.13
H 2.924 1.984 -0.095  0.09
H 4.381 2.838 0.604  0.09
H 3.514 3.560 -0.737  0.08
C -5.649 9.687 -1.100  -0.11
O -4.313 9.306 -1.287  -0.18
C -3.755 8.898 -0.036  -0.17
C -2.538 7.923 -0.231  -0.10
O -2.802 6.713 -0.980  -0.17
C -3.679 5.799 -0.241  -0.13
C -4.119 4.731 -1.136  -0.14
O -2.981 4.447 -1.990  -0.24
C -3.332 3.187 -2.637  0.00
H -5.752 10.349 -0.240  0.09
H -6.267 8.795 -0.999  0.10
H -5.958 10.390 -1.874  0.10
H -4.525 8.367 0.524  0.10
H -3.536 9.735 0.628  0.13
H -2.302 7.645 0.796  0.13
H -1.673 8.475 -0.598  0.13
H -4.499 6.355 0.214  0.13
H -3.196 5.458 0.675  0.13
H -4.926 5.171 -1.723  0.14
H -4.461 3.840 -0.610  0.14
H -4.080 3.421 -3.395  0.11
H -3.696 2.466 -1.905  0.10
H -2.378 2.798 -2.991  0.08
C -0.843 -2.814 -6.316  -0.09
O 0.348 -2.063 -6.530  -0.16
C 0.709 -1.332 -5.394  -0.22
C 1.577 -2.090 -4.318  -0.14
O 2.880 -2.521 -4.815  -0.14
C 3.568 -3.259 -3.804  -0.19
C 4.563 -4.248 -4.444  -0.17
O 5.660 -3.660 -5.174  -0.20
C 6.740 -4.544 -5.410  -0.11
H -0.819 -3.569 -5.530  0.08
H -1.126 -3.353 -7.221  0.09
H -1.598 -2.066 -6.076  0.09
H -0.141 -0.887 -4.878  0.11
H 1.128 -0.418 -5.815  0.11
H 0.950 -2.939 -4.046  0.11
H 1.656 -1.446 -3.443  0.11
H 2.818 -3.910 -3.354  0.11
H 3.954 -2.570 -3.052  0.13
H 3.992 -4.922 -5.082  0.13
H 4.916 -4.769 -3.554  0.12
H 7.416 -4.241 -6.210  0.09
H 6.356 -5.492 -5.786  0.08
H 7.266 -4.777 -4.485  0.09
C 5.841 4.826 -8.356  -0.13
O 5.301 3.596 -8.117  -0.14
C 3.855 3.424 -8.321  -0.08
C 3.426 2.044 -7.859  -0.09
O 4.498 1.254 -7.418  0.08
C 4.103 -0.038 -6.900  -0.06
C 5.420 -0.846 -6.761  -0.14
O 6.578 0.018 -6.591  -0.18
C 7.601 -0.682 -5.884  -0.09
H 5.552 5.339 -9.274  0.09
H 6.930 4.842 -8.378  0.09
H 5.663 5.495 -7.514  0.08
H 3.819 3.562 -9.402  0.14
H 3.175 4.157 -7.887  0.12
H 3.040 1.509 -8.727  0.15
H 2.586 1.933 -7.173  0.16
H 3.418 -0.460 -7.635  0.15
H 3.673 0.013 -5.900  0.12
H 5.578 -1.477 -7.636  0.14
H 5.163 -1.422 -5.872  0.09
H 7.201 -1.215 -5.021  0.08
H 8.482 -0.117 -5.581  0.08
H 7.920 -1.431 -6.610  0.08

Summary:
HOMO-LUMO gap (spin up / spin down) (hartree): 0.2367 / 0.1588
DFT total energy (Eh): -11211.0986
E_HOMO (spin up / spin down) (eV): -6.509 / -6.509
Net charge: -1
Multiplicity: 2
E_LUMO (spin up / spin down) (eV): -0.1 / -2.2
Molar mass (g mol⁻¹): 2218.29



Entry 2:
DFT (wB97M-V/def2-TZVPD) results for a 2-piece molecular cluster, CH2N2O2S overall at a distorted geometry.

Last column: Löwdin charge in e.
Positions of all 8 atoms, in Å:
C 1.362 -0.079 -0.160  -0.35
N -3.099 1.166 0.051  0.07
N -2.010 1.232 -0.114  0.01
O -0.945 -0.830 1.014  -0.52
O 1.424 -1.487 -0.025  -0.34
S -0.245 -0.987 -0.211  0.96
H 1.661 0.380 -1.127  0.07
H 1.852 0.605 0.572  0.10

Summary:
HOMO-LUMO gap (hartree): 0.3825
DFT total energy (Eh): -697.4334
E_HOMO (eV): -10.067
Net charge: 0
E_LUMO (eV): 0.3
Molar mass (g mol⁻¹): 106.11



- What is the molar mass in the first record?
  2218.29 g mol⁻¹



- Which value of DFT total energy does entry 1 give?
  -11211.0986 Eh



- Which of these has the lowest DFT total energy?
  C56H112F24MgN4O40S8